No. 1
Density functional theory data (ωB97M-V with the def2-TZVPD basis set) for a molecular structure, C35H43AsLaN8O2PSi.

Calculated values
LUMO energy = -5.3528 eV
energy above the lowest of the compared OMol25 structures with the same formula, charge and spin = 103.9 kJ/mol
DFT total energy = -131861.856 eV
strongest force on any atom = 4.37 eV Å⁻¹
HOMO energy = -11.40 eV
net charge = +2
orbital gap = 6.0 eV

Geometry (Å):
La (0.177442, -0.245922, 0.359522)
C (-5.581832, -2.099955, 1.637151)
N (-4.108616, -1.998645, 1.837944)
C (-3.532909, -1.964167, 3.076297)
C (-2.181402, -1.683193, 2.872841)
N (-1.959211, -1.535061, 1.514016)
C (-3.120030, -1.713892, 0.920869)
P (-3.385403, -1.826006, -0.840825)
C (-1.883113, -2.747921, -1.261358)
N (-0.610284, -2.314573, -1.060874)
C (0.250199, -3.340198, -1.313540)
C (-0.491040, -4.360062, -1.822823)
N (-1.784888, -4.019910, -1.703741)
C (-2.879196, -4.746234, -2.413801)
C (-2.966007, -0.175398, -1.304192)
N (-1.808495, 0.438916, -1.114128)
C (-1.940728, 1.661736, -1.622365)
C (-3.173173, 1.805299, -2.211801)
N (-3.762097, 0.600983, -2.038993)
C (-5.107128, 0.359968, -2.544373)
H (-6.001699, -1.225135, 2.228979)
H (-5.767038, -1.845115, 0.582612)
H (-5.986052, -3.026035, 2.000887)
H (-4.088060, -2.013227, 3.981047)
H (-1.478014, -1.388241, 3.604596)
H (1.335768, -3.239753, -1.217971)
H (-0.146431, -5.345725, -2.112492)
H (-3.909281, -4.259575, -2.207359)
H (-2.634475, -4.525133, -3.492731)
H (-2.920093, -5.769311, -2.072804)
H (-1.153869, 2.408543, -1.549242)
H (-3.626871, 2.605926, -2.756449)
H (-5.291095, 1.090042, -3.349947)
H (-5.236465, -0.688914, -2.866642)
H (-5.876138, 0.689734, -1.831294)
C (1.066710, -4.871031, 2.738717)
O (1.514869, -3.688035, 3.324852)
C (1.295662, -2.531036, 2.673853)
O (1.034526, -2.549372, 1.440454)
N (1.606806, -1.441348, 3.340275)
N (1.572650, -0.212001, 2.714494)
H (1.547535, -5.630209, 3.301259)
H (1.225668, -4.823265, 1.706535)
H (-0.023157, -4.915910, 2.884519)
H (1.747643, -1.559480, 4.327161)
H (2.484774, 0.264962, 2.659402)
H (0.942966, 0.431132, 3.171434)
C (5.535213, 4.856154, -2.973869)
C (4.276534, 5.278453, -3.267056)
C (3.189727, 4.569174, -2.736708)
C (3.420462, 3.439267, -1.962423)
C (4.676118, 2.943234, -1.790920)
C (5.792150, 3.699927, -2.217934)
As (1.783179, 2.730430, -1.137984)
C (1.704707, 0.976191, -2.038955)
C (1.014226, 0.776597, -3.268885)
C (1.225603, -0.452524, -3.927074)
C (2.100310, -1.376387, -3.327724)
C (2.788854, -1.153343, -2.091697)
C (2.598684, 0.044041, -1.481135)
C (3.152663, 0.478522, -0.202567)
C (4.066093, -0.189236, 0.595286)
C (4.505685, 0.313670, 1.828267)
C (4.100006, 1.567550, 2.285464)
C (3.162980, 2.233601, 1.508120)
C (2.743662, 1.738751, 0.257017)
H (6.415589, 5.459402, -3.217395)
H (4.039742, 6.150687, -3.841063)
H (2.160004, 4.854202, -2.930517)
H (4.848664, 2.057855, -1.200686)
H (6.850579, 3.541140, -2.037518)
H (0.264420, 1.517399, -3.639888)
H (0.725163, -0.717768, -4.882000)
H (2.231779, -2.347249, -3.852995)
H (3.383325, -1.929148, -1.623436)
H (4.436694, -1.197362, 0.227821)
H (5.100602, -0.305202, 2.447240)
H (4.366967, 1.982213, 3.271566)
H (2.836254, 3.254345, 1.771879)
C (-3.208826, 1.702860, 1.630417)
Si (-1.328587, 2.058304, 1.919719)
C (-1.172606, 1.998847, 3.840719)
C (-0.867637, 3.852477, 1.606649)
H (-3.946394, 2.265429, 2.242111)
H (-3.546589, 0.646796, 1.785944)
H (-3.526081, 1.777630, 0.594816)
H (-1.673244, 2.845910, 4.501448)
H (-0.070445, 2.204729, 4.098845)
H (-1.287390, 1.050670, 4.315291)
H (-1.582259, 4.634252, 2.086399)
H (-0.768479, 4.106718, 0.582992)
H (0.092971, 4.022542, 2.062448)

Forces on atoms 1 to 2 (eV/Å):
La 0.1 -0.8 0.2
C 0.7 2.6 0.2

***

No. 2
Density functional theory data (ωB97M-V with the def2-TZVPD basis set) for a molecular structure, C35H43B3CoF6GeN6.

Calculated values
LUMO energy (spin up / spin down) = 2.2771 / 2.2771 eV
DFT total energy = -158424.103 eV
strongest force on any atom = 3.14 eV Å⁻¹
expectation value of S² = 2.0118
HOMO energy (spin up / spin down) = -4.70 / -3.67 eV
spin multiplicity = 3
net charge = -1
orbital gap (spin up / spin down) = 7.0 / 5.9 eV

Geometry (Å):
Co (1.376403, 1.649362, 1.243854)
C (4.392276, -0.628998, 4.335203)
C (3.742630, 0.098272, 3.182075)
C (4.421790, -0.347520, 1.902925)
C (3.642346, 1.604201, 3.373705)
C (4.171700, 2.550792, 4.288707)
C (3.590935, 3.752846, 3.943465)
N (2.821427, 3.543820, 2.842396)
N (2.832352, 2.284020, 2.560829)
B (1.838376, 4.515989, 2.033895)
N (2.052161, 4.362206, 0.529231)
C (2.690994, 5.140317, -0.317792)
C (2.897242, 4.510419, -1.557603)
C (2.323500, 3.232547, -1.319656)
N (1.770756, 3.183942, -0.108189)
C (2.260946, 2.067285, -2.265491)
C (2.024575, 0.719132, -1.514227)
C (1.115682, 2.192050, -3.279528)
N (0.407299, 4.118667, 2.436120)
C (-0.546717, 4.861879, 3.052392)
C (-1.711692, 4.153735, 3.076692)
C (-1.344172, 2.877474, 2.521897)
N (-0.067976, 2.901773, 2.140624)
C (-2.191274, 1.634825, 2.298304)
C (-1.495202, 0.339627, 2.785838)
C (-2.513261, 1.470932, 0.832782)
H (4.329971, -1.743558, 4.263461)
H (5.457795, -0.321264, 4.450798)
H (3.895391, -0.269601, 5.173614)
H (2.758338, -0.281914, 3.125616)
H (5.501696, -0.134374, 1.990295)
H (4.293026, -1.402584, 1.827877)
H (4.057080, 0.040136, 0.920880)
H (4.902756, 2.417665, 5.136940)
H (3.714405, 4.663455, 4.599413)
H (2.085994, 5.699749, 2.430016)
H (2.972886, 6.101388, 0.040605)
H (3.548285, 4.784891, -2.390977)
H (3.238175, 2.045643, -2.837646)
H (0.947236, 0.731853, -1.201728)
H (2.194740, -0.151131, -2.105509)
H (2.683758, 0.657551, -0.569810)
H (0.159658, 2.081551, -2.798616)
H (1.131133, 3.186601, -3.665263)
H (1.192943, 1.418635, -4.103710)
H (-0.299190, 5.864038, 3.339653)
H (-2.638867, 4.386370, 3.569271)
H (-3.146333, 1.796591, 2.823203)
H (-0.506849, 0.234117, 2.292314)
H (-1.266413, 0.381590, 3.879499)
H (-2.142917, -0.479715, 2.500444)
H (-1.517720, 1.366240, 0.257424)
H (-3.084857, 0.536245, 0.635922)
H (-3.078902, 2.315189, 0.392592)
C (-5.633422, -1.989435, -2.843067)
Ge (-3.771651, -1.878777, -2.294559)
C (-3.706631, -2.800205, -0.605016)
C (-2.835501, -2.513973, 0.457802)
C (-2.658063, -3.462839, 1.504483)
C (-3.399805, -4.623268, 1.537631)
C (-4.301277, -4.901535, 0.516239)
C (-4.465132, -3.992967, -0.535900)
C (-2.657337, -2.796678, -3.585039)
C (-3.266247, -3.274758, -4.680630)
C (-2.456178, -3.803741, -5.788580)
C (-1.089749, -3.793418, -5.691946)
C (-0.438997, -3.293069, -4.462262)
C (0.993789, -3.254393, -4.384933)
C (1.597936, -2.792057, -3.256248)
C (0.833996, -2.448923, -2.098461)
C (-0.537329, -2.378341, -2.206544)
C (-1.237538, -2.765192, -3.399179)
H (-5.954548, -2.959926, -3.145560)
H (-5.827027, -1.340777, -3.666510)
H (-6.270195, -1.713579, -2.022799)
H (-2.181916, -1.680488, 0.434945)
H (-1.947474, -3.288197, 2.338721)
H (-3.352120, -5.284802, 2.362836)
H (-4.933584, -5.778388, 0.675571)
H (-5.201369, -4.163501, -1.247088)
H (-4.318811, -3.218654, -4.838777)
H (-2.987010, -4.150501, -6.682039)
H (-0.500914, -4.251312, -6.468390)
H (1.709249, -3.561745, -5.137010)
H (2.686815, -2.875568, -3.177817)
H (1.354788, -2.179528, -1.223244)
H (-1.127019, -2.222096, -1.335294)
F (2.277441, -2.607293, 1.348191)
B (1.148142, -1.891858, 1.764793)
F (1.382155, -0.518400, 1.317529)
F (1.017202, -1.811958, 3.132256)
F (-0.032036, -2.300809, 1.110488)
F (-4.241944, 0.959895, -1.730745)
B (-3.359041, 0.196555, -2.314840)
F (-2.197943, 0.691573, -2.674063)

Forces on atoms 1 to 2 (eV/Å):
Co -0.3 0.0 -0.1
C 1.5 -0.3 -0.8

***

No. 3
Density functional theory data (ωB97M-V with the def2-TZVPD basis set) for 6 unconnected molecules or ions with the total composition C35H43BClNO20.

Calculated values
LUMO energy = -0.3349 eV
DFT total energy = -92633.598 eV
strongest force on any atom = 0.76 eV Å⁻¹
HOMO energy = -8.42 eV
SMILES string = C=CCC1=CC(=O)c2c(CCCCl)c(NCC)c(CC=O)c(B(O)O)c2C1=O.O=C1OCCO1.O=C1OCCO1.O=C1OCCO1.O=C1OCCO1.O=C1OCCO1
net charge = 0
orbital gap = 8.1 eV

Geometry (Å):
C (-1.496858, -4.202278, -1.761667)
C (-2.255350, -3.271044, -2.317372)
C (-1.867884, -2.608603, -3.617629)
C (-0.897607, -1.478557, -3.440350)
C (-1.215949, -0.208265, -3.199563)
C (-0.153176, 0.809436, -3.071848)
O (-0.304057, 1.924360, -3.505689)
C (1.114634, 0.319380, -2.444614)
C (1.913278, 1.127893, -1.627935)
C (1.575012, 2.566301, -1.328000)
C (1.171641, 2.897107, 0.139252)
C (0.977434, 1.723746, 1.068160)
Cl (0.260397, 2.394120, 2.595608)
C (3.069725, 0.553585, -1.068092)
N (3.937666, 1.289069, -0.220282)
C (5.172188, 1.879128, -0.838973)
C (5.280604, 1.735201, -2.345332)
C (3.390226, -0.788501, -1.328835)
C (4.596491, -1.401326, -0.686195)
C (4.227296, -2.281410, 0.478093)
O (3.124589, -2.263419, 0.956214)
C (2.593440, -1.573726, -2.157146)
B (2.982711, -3.083265, -2.427172)
O (2.736556, -4.065481, -1.520500)
O (3.619733, -3.428929, -3.601215)
C (1.454413, -1.008505, -2.707910)
C (0.546024, -1.796887, -3.572294)
O (0.940431, -2.623378, -4.361319)
H (-1.841933, -4.793135, -0.935784)
H (-0.482647, -4.387802, -2.092748)
H (-3.186700, -3.018230, -1.833034)
H (-2.738662, -2.292759, -4.181251)
H (-1.344175, -3.373748, -4.180664)
H (-2.248772, 0.095924, -3.127568)
H (2.462866, 3.153878, -1.555907)
H (0.802771, 2.938715, -1.976743)
H (0.260761, 3.481363, 0.164540)
H (1.929949, 3.540205, 0.584402)
H (1.898390, 1.260161, 1.386784)
H (0.273700, 0.994682, 0.707911)
H (3.442325, 2.013492, 0.268396)
H (5.185308, 2.928490, -0.560843)
H (6.031508, 1.389464, -0.390585)
H (6.187930, 2.249752, -2.648500)
H (4.440882, 2.168787, -2.876861)
H (5.426732, 0.693704, -2.610572)
H (5.254536, -0.642239, -0.269940)
H (5.207035, -1.950608, -1.401950)
H (5.001213, -2.969843, 0.844356)
H (2.305742, -3.705141, -0.734933)
H (2.967343, -3.785974, -4.214458)
C (-0.637669, -1.917858, 3.175944)
C (0.442711, -2.582858, 2.349094)
O (-0.260643, -3.690870, 1.766279)
C (-1.575640, -3.378377, 1.730558)
O (-2.397216, -3.991640, 1.127669)
O (-1.825225, -2.260052, 2.443529)
H (-0.531704, -0.841434, 3.238149)
H (-0.709832, -2.330028, 4.185023)
H (0.815898, -1.946151, 1.548869)
H (1.283067, -2.933143, 2.940593)
C (-4.781873, 0.336981, 0.946841)
C (-4.341189, 1.166289, 2.132323)
O (-2.927057, 1.308694, 1.891601)
C (-2.718386, 1.159762, 0.572843)
O (-1.684716, 1.391272, 0.017971)
O (-3.822156, 0.715674, -0.055404)
H (-5.791144, 0.562731, 0.614574)
H (-4.700168, -0.734672, 1.128062)
H (-4.794184, 2.151338, 2.153884)
H (-4.519007, 0.674248, 3.083778)
C (-7.260450, -3.074630, -2.752721)
C (-6.351581, -4.206308, -2.316833)
O (-5.835888, -3.717914, -1.076807)
C (-6.706278, -2.808011, -0.580686)
O (-6.641966, -2.343431, 0.509172)
O (-7.652412, -2.499886, -1.501714)
H (-8.132236, -3.411217, -3.307221)
H (-6.734217, -2.317636, -3.337121)
H (-6.896930, -5.132983, -2.130421)
H (-5.541951, -4.403449, -3.014769)
C (7.273651, 0.741904, 3.573628)
C (7.738460, 2.179733, 3.684940)
O (8.366262, 2.395687, 2.416127)
C (7.843974, 1.517037, 1.531107)
O (8.020214, 1.545563, 0.356943)
O (7.075732, 0.597688, 2.163343)
H (6.349726, 0.544839, 4.110463)
H (8.035050, 0.029730, 3.895798)
H (6.908247, 2.880040, 3.789527)
H (8.446406, 2.342108, 4.492910)
C (-5.744359, 6.517924, 3.779769)
C (-5.287839, 6.103528, 2.395670)
O (-5.143592, 4.687202, 2.538355)
C (-5.931534, 4.279871, 3.563129)
O (-6.158037, 3.143710, 3.823773)
O (-6.419061, 5.342901, 4.242228)
H (-6.421114, 7.367842, 3.773176)
H (-4.909385, 6.729385, 4.449562)
H (-6.038302, 6.305025, 1.629643)
H (-4.345086, 6.554871, 2.099208)

Forces on atoms 1 to 2 (eV/Å):
C 0.2 0.0 0.0
C 0.1 -0.2 0.0